(1)
Density functional theory data (ωB97M-V/def2-TZVPD) for C21H29Cl3NP3V as an isolated structure in a non-equilibrium geometry.

Output
Total charge ... +2
⟨S²⟩ ... 0.759
ΔE to the lowest compared entry with this formula, charge and spin ... 10.3 kcal/mol
Spin multiplicity ... 2
Kohn-Sham gap (spin up / spin down) ... 7.61 / 7.31 eV

Each line ends with the Mulliken charge.
Positions of all 58 atoms, in Å:
V -0.508 0.660 -0.666  -0.485
C 3.127 0.449 0.384  -1.064
P 1.839 1.252 -0.603  1.222
C 2.470 1.145 -2.314  -1.286
C 2.003 3.034 -0.185  -1.014
C 0.877 3.862 -0.815  -0.979
P -0.739 3.085 -0.455  0.838
C -1.091 3.528 1.279  -1.380
C -1.966 4.029 -1.402  -1.222
H 4.071 0.977 0.249  0.515
H 3.243 -0.588 0.067  0.165
H 2.862 0.459 1.442  0.385
H 3.439 1.643 -2.371  0.447
H 1.797 1.610 -3.035  0.419
H 2.599 0.098 -2.584  0.294
H 2.983 3.393 -0.498  0.551
H 1.974 3.107 0.905  0.388
H 0.979 3.894 -1.903  0.396
H 0.892 4.894 -0.464  0.551
H -1.008 4.607 1.409  0.472
H -0.403 3.037 1.967  0.353
H -2.106 3.221 1.532  0.380
H -1.906 5.084 -1.133  0.440
H -2.971 3.669 -1.178  0.356
H -1.791 3.927 -2.473  0.380
Cl -5.680 1.390 0.226  -0.069
C -5.043 0.191 -0.892  0.778
Cl -5.470 -1.428 -0.393  -0.058
Cl -5.528 0.510 -2.530  -0.051
C -3.564 0.309 -0.869  -0.357
N -2.419 0.395 -0.859  -0.147
C -1.301 -2.944 -1.439  -1.462
P -0.291 -1.757 -0.504  1.207
C 1.350 -2.501 -0.403  0.565
C 1.903 -2.919 0.804  -0.190
C 3.191 -3.442 0.832  -0.768
C 3.926 -3.549 -0.340  -0.530
C 3.375 -3.143 -1.551  -0.743
C 2.093 -2.616 -1.582  -0.626
C -0.978 -1.730 1.173  0.482
C -1.670 -2.779 1.762  -0.553
C -2.248 -2.609 3.017  -0.708
C -2.147 -1.395 3.683  -0.673
C -1.460 -0.333 3.107  -0.805
C -0.886 -0.518 1.861  0.280
H -1.170 -3.947 -1.035  0.491
H -0.980 -2.951 -2.480  0.449
H -2.354 -2.665 -1.396  0.360
H 1.336 -2.842 1.723  0.423
H 3.617 -3.772 1.771  0.441
H 4.927 -3.960 -0.314  0.424
H 3.943 -3.244 -2.467  0.427
H 1.668 -2.311 -2.533  0.415
H -1.765 -3.731 1.255  0.423
H -2.781 -3.431 3.477  0.454
H -2.600 -1.273 4.659  0.443
H -1.367 0.609 3.631  0.485
H -0.293 0.308 1.451  0.070

Cartesian forces (eV/Å) of the 6 atoms listed first:
0.8 0.1 0.1
0.0 0.0 0.0
0.6 0.2 0.0
0.0 0.0 0.0
0.0 0.0 0.0
0.0 -0.1 0.0



(2)
Density functional theory data (ωB97M-V/def2-TZVPD) for a 5-piece molecular cluster, C21H29F3NO12S overall in a non-equilibrium geometry.

Output
Total charge ... -1
Spin multiplicity ... 1
Kohn-Sham gap ... 6.70 eV

Each line ends with the Mulliken charge.
Positions of all 67 atoms, in Å:
C 6.365 -2.820 0.632  -1.082
C 5.270 -1.995 -0.134  -0.046
O 4.578 -1.249 0.856  -0.240
C 3.326 -0.793 0.371  -0.851
O 3.265 0.593 0.848  -0.227
C 2.296 1.278 0.238  0.743
N 1.332 1.867 0.083  -0.547
S 2.094 -1.839 1.272  1.125
O 0.866 -1.130 1.608  -0.536
O 2.668 -2.342 2.525  -0.684
C 1.579 -3.346 0.313  0.550
F 2.588 -4.103 -0.145  -0.234
F 0.692 -3.072 -0.669  -0.226
F 0.892 -4.127 1.193  -0.213
H 7.161 -3.187 -0.050  0.357
H 5.876 -3.652 1.188  0.249
H 6.816 -2.121 1.370  0.252
H 4.605 -2.673 -0.714  0.218
H 5.784 -1.349 -0.894  0.309
O -2.999 2.313 5.381  -0.621
C -2.562 1.959 4.320  0.454
O -1.554 2.594 3.674  -0.414
C -1.349 1.979 2.385  0.716
C -1.922 0.594 2.507  -0.486
C -3.062 0.790 3.492  -0.396
H -1.865 2.574 1.632  -0.620
H -0.286 1.956 2.151  0.201
H -2.236 0.171 1.554  0.362
H -1.168 -0.068 2.940  0.217
H -3.988 1.077 2.990  0.251
H -3.220 -0.088 4.114  0.304
O -3.332 3.386 0.202  -0.638
C -2.666 4.206 -0.368  0.441
O -3.022 5.509 -0.497  -0.401
C -2.061 6.189 -1.326  -0.386
C -0.802 5.352 -1.244  -0.547
C -1.356 3.948 -1.076  0.460
H -2.457 6.245 -2.342  0.251
H -1.908 7.201 -0.951  0.318
H -0.154 5.466 -2.108  0.256
H -0.229 5.629 -0.355  0.357
H -1.560 3.473 -2.037  0.089
H -0.698 3.326 -0.471  -0.084
O -3.018 -8.496 1.420  -0.579
C -2.645 -7.548 2.052  0.385
O -3.343 -7.016 3.089  -0.348
C -2.681 -5.828 3.557  -0.428
C -1.242 -5.970 3.103  -0.368
C -1.387 -6.747 1.805  -0.244
H -3.172 -4.958 3.115  0.264
H -2.766 -5.767 4.641  0.302
H -0.731 -5.015 2.990  0.246
H -0.682 -6.567 3.827  0.247
H -1.548 -6.087 0.950  0.211
H -0.536 -7.401 1.627  0.324
O -1.051 4.966 -4.150  -0.540
C -0.394 4.144 -4.724  0.542
O 0.809 3.710 -4.279  -0.327
C 1.387 2.812 -5.239  -0.467
C 0.217 2.293 -6.052  -0.495
C -0.737 3.479 -6.037  -0.497
H 2.103 3.369 -5.849  0.266
H 1.914 2.013 -4.720  0.337
H 0.498 1.965 -7.052  0.323
H -0.244 1.446 -5.538  0.281
H -0.534 4.177 -6.852  0.278
H -1.777 3.162 -6.055  0.284

Cartesian forces (eV/Å) of the 6 atoms listed first:
-0.7 0.6 0.0
1.4 -0.8 -0.2
-0.9 0.0 -0.9
0.6 -1.1 -1.5
-1.7 0.6 -1.0
2.4 -2.3 2.7



(3)
Density functional theory data (ωB97M-V/def2-TZVPD) for C21H29F4N2OSYb as an isolated structure in a non-equilibrium geometry.

Output
Total charge ... +2
⟨S²⟩ ... 0.751
ΔE to the lowest compared entry with this formula, charge and spin ... 0.0 kcal/mol
Spin multiplicity ... 2
Kohn-Sham gap (spin up / spin down) ... 7.63 / 5.81 eV

Each line ends with the Mulliken charge.
Positions of all 59 atoms, in Å:
Yb 10.048 8.219 11.769  1.166
C 10.123 11.148 13.338  -1.062
N 9.084 10.142 12.993  0.420
C 8.468 9.672 14.252  -1.007
C 8.029 10.721 12.096  -0.956
C 8.569 10.927 10.625  -0.705
N 9.431 9.852 10.207  -0.071
C 9.392 9.415 8.955  -0.190
C 10.266 8.360 8.613  0.218
F 10.937 7.722 9.664  0.108
C 10.341 7.744 7.371  -0.298
F 11.145 6.640 7.205  -0.293
C 9.575 8.170 6.289  -0.449
C 8.676 9.179 6.547  -0.009
F 7.863 9.546 5.547  -0.278
C 8.548 9.748 7.826  0.894
F 7.528 10.623 8.014  -0.335
H 9.674 11.968 13.903  0.371
H 10.591 11.550 12.438  0.331
H 10.892 10.659 13.945  0.376
H 7.977 10.505 14.761  0.430
H 9.245 9.304 14.931  0.386
H 7.727 8.894 14.082  0.170
H 7.608 11.671 12.471  0.438
H 7.190 10.020 12.019  0.308
H 9.076 11.886 10.542  0.403
H 7.652 10.994 10.017  0.393
H 9.641 7.669 5.345  0.543
C 13.616 8.916 13.045  -1.522
C 12.722 7.697 13.131  0.143
C 11.879 7.493 14.245  0.278
C 10.857 6.528 14.249  0.126
C 9.827 6.463 15.337  -1.679
C 10.844 5.618 13.193  0.032
C 11.697 5.722 12.086  0.244
C 11.498 4.823 10.873  -1.702
C 12.670 6.741 12.090  -0.194
H 13.069 9.780 12.635  0.232
H 14.466 8.720 12.368  0.432
H 13.984 9.188 14.016  0.442
H 11.981 8.162 15.105  0.519
H 10.030 7.221 16.084  0.391
H 9.838 5.485 15.824  0.448
H 8.805 6.600 14.940  0.235
H 10.129 4.784 13.252  0.482
H 11.951 3.835 11.003  0.440
H 11.960 5.239 9.994  0.372
H 10.421 4.612 10.725  0.277
H 13.445 6.768 11.325  0.454
C 7.008 6.011 9.339  -0.972
S 7.043 7.211 10.662  0.723
C 5.672 6.601 11.652  -1.173
O 8.299 6.918 11.537  -0.548
H 7.111 4.988 9.752  0.388
H 7.863 6.242 8.685  0.176
H 6.075 6.148 8.782  0.472
H 4.740 6.690 11.078  0.443
H 5.604 7.202 12.553  0.352
H 5.834 5.559 11.922  0.385

Cartesian forces (eV/Å) of the 6 atoms listed first:
0.1 0.5 -0.4
0.0 -0.2 -0.3
-0.1 -0.5 -0.3
0.2 0.3 0.4
0.7 0.1 -1.3
-1.2 0.5 1.0



(4)
Density functional theory data (ωB97M-V/def2-TZVPD) for a 3-piece molecular cluster, C21H29FN4PS overall in a non-equilibrium geometry.

Output
Total charge ... +1
Spin multiplicity ... 1
Kohn-Sham gap ... 8.00 eV

Each line ends with the Mulliken charge.
Positions of all 57 atoms, in Å:
C -1.890 3.885 -4.354  0.106
C -1.634 2.803 -3.906  -0.821
C -1.258 1.508 -3.318  -0.143
C -1.321 1.545 -1.772  -0.801
C -0.140 0.754 -1.156  -0.866
P 0.531 1.429 0.363  1.032
F 1.826 2.185 -0.058  -0.322
C 1.001 0.151 1.512  -0.087
C 2.082 0.607 2.521  -0.998
C 3.078 -0.505 2.836  -1.000
C 2.479 -1.652 3.656  -0.173
C 3.466 -2.236 4.664  -0.819
N 4.564 -2.901 3.940  -0.632
N -0.466 2.551 1.074  -0.287
C -0.227 3.746 0.820  0.479
S 0.066 5.229 0.601  -0.251
H -2.012 4.905 -4.632  0.453
H -1.963 0.764 -3.689  0.229
H -0.268 1.260 -3.701  0.174
H -2.253 1.077 -1.460  0.337
H -1.344 2.586 -1.454  0.439
H -0.400 -0.295 -1.014  0.440
H 0.693 0.760 -1.867  0.510
H 0.083 -0.082 2.087  0.030
H 1.254 -0.754 0.957  0.588
H 2.649 1.462 2.142  0.478
H 1.584 0.964 3.423  0.454
H 3.891 -0.054 3.416  0.522
H 3.541 -0.858 1.911  0.264
H 1.589 -1.308 4.193  0.200
H 2.157 -2.485 3.027  0.280
H 3.822 -1.443 5.335  0.359
H 2.965 -2.984 5.278  0.434
H 5.192 -3.317 4.621  0.243
H 5.118 -2.189 3.474  0.233
N -0.028 -1.250 -5.145  -0.421
C -1.211 -1.766 -5.482  -0.161
C -1.621 -1.962 -6.791  -0.495
C -0.757 -1.601 -7.812  -0.162
C 0.476 -1.063 -7.482  -0.466
C 0.791 -0.911 -6.141  -0.121
H -1.859 -2.037 -4.655  0.393
H -2.592 -2.388 -7.003  0.362
H -1.040 -1.737 -8.847  0.376
H 1.180 -0.768 -8.247  0.357
H 1.748 -0.498 -5.843  0.349
N -1.651 -0.337 3.385  -0.284
C -2.400 0.694 2.993  0.307
C -3.665 0.960 3.487  -0.787
C -4.186 0.103 4.444  -0.214
C -3.423 -0.976 4.862  -0.624
C -2.166 -1.152 4.306  -0.249
H -1.937 1.321 2.241  0.185
H -4.227 1.814 3.132  0.379
H -5.172 0.273 4.857  0.405
H -3.793 -1.668 5.605  0.380
H -1.536 -1.980 4.609  0.405

Cartesian forces (eV/Å) of the 6 atoms listed first:
0.2 0.1 0.4
0.1 -0.1 0.1
-0.6 0.5 -0.3
0.2 -0.3 -0.3
-0.3 0.5 -0.3
-0.1 -1.1 0.3



no.,electronic energy (Ha)
1,-4220.44990
2,-2473.01113
3,-2958.19464
4,-1875.76498